Entry 1:
C17H44Br2CaCl6CsN2O12PSSi3 | ωB97M-V/def2-TZVPD

Output
- total energy (eV) = -323852.4513

CARTESIAN COORDINATES (ANGSTROEM)
Cl -1.342 6.717 9.724
N 5.676 -0.070 -3.089
H -1.551 0.505 -1.039
H -4.249 -5.731 1.749
H 3.291 3.937 1.430
C -4.910 -3.999 -3.252
C -1.266 -0.021 -1.952
H -7.491 -2.690 -1.924
H 0.340 4.702 4.306
O -8.397 -5.724 0.471
H -4.873 -3.574 -4.255
H -1.769 -3.583 -3.660
Br 2.896 3.414 3.964
Cs 5.821 5.102 1.222
H -2.019 -2.357 0.354
H -0.181 -0.150 -1.947
H 6.816 -0.457 1.736
O 5.009 1.994 -1.288
H -1.337 6.420 4.973
H -4.702 -2.717 0.564
H -1.037 4.306 3.249
H 2.961 1.739 -1.552
O 4.153 -2.173 -0.132
Cl -2.700 6.524 7.190
C 3.783 3.340 0.676
C -1.502 -2.527 -3.627
H -1.908 -2.044 -4.517
H 5.037 0.330 -3.770
H 0.821 2.475 -3.885
C -1.029 6.385 3.933
C 6.776 0.359 0.996
O 0.434 5.473 2.395
H 3.690 4.622 -1.109
H -3.667 -4.286 2.596
H 6.956 -1.141 -0.505
H -6.915 -1.426 -3.034
C -4.763 -3.445 -0.241
O 6.672 1.523 1.399
Si -5.077 -2.651 -1.962
H 3.420 -4.122 -2.774
C -1.580 -2.727 -0.571
H -1.536 0.604 -2.806
O -6.244 -5.192 0.358
H -6.907 -1.133 -1.293
Si 5.287 0.395 -1.476
H 4.839 3.543 0.787
C -6.756 -1.893 -2.061
H -3.124 -5.885 3.121
C -0.343 5.086 3.547
C 6.799 -0.060 -0.448
H 7.618 0.416 -0.992
H -2.016 -5.979 1.055
O -0.015 7.389 3.720
H 1.687 1.224 -3.759
H -0.491 -2.683 -0.482
C -1.818 7.606 8.281
Si -2.075 -1.694 -2.049
C -3.390 -5.280 2.251
H -1.881 -3.763 -0.696
Cl -0.386 8.205 7.447
O 0.746 7.632 1.363
H -9.148 -5.760 -0.135
Ca 9.200 0.795 1.700
H 3.589 2.285 0.867
S 0.988 6.931 2.577
H -4.039 -4.636 -3.102
O 2.288 6.925 3.140
H 5.023 -4.725 -2.266
Br 2.604 -1.433 -2.527
Cl 3.259 -5.944 -1.314
C 3.321 3.668 -0.729
Cl 4.170 -5.897 -4.112
H -1.878 6.605 3.283
H 2.231 3.727 -0.730
N -3.833 -1.501 -2.010
C 3.726 2.521 -1.652
C -7.332 -5.299 -0.292
C 4.029 -4.999 -2.596
H -5.819 -4.591 -3.114
Cl -2.860 8.955 8.730
H 6.587 0.295 -3.356
H -0.412 -2.444 -3.657
H -3.865 -4.054 -0.252
O -7.524 -5.019 -1.476
H 4.574 -2.076 0.731
H 3.751 2.818 -2.703
P 3.478 -0.747 -0.614
H -5.702 -4.122 -0.203
O -2.279 -5.108 1.366
O 1.590 2.038 -4.264



Entry 2:
C21H45BrCl10N2OP | ωB97M-V/def2-TZVPD

Output
- total charge = +1
- total energy (eV) = -232085.2993

CARTESIAN COORDINATES (ANGSTROEM)
H 3.551 3.993 6.363
H -1.570 -3.821 -2.299
Cl 3.952 0.311 1.310
H -1.309 0.519 -0.605
H -4.222 -3.045 0.372
O -2.471 -1.284 -3.133
H 5.757 4.731 7.345
H 0.543 -5.048 3.723
C -2.448 -0.884 -1.767
C 0.509 -1.405 -2.237
C -3.778 1.961 -0.540
H -1.240 1.965 -2.738
C 2.620 -2.721 1.451
C -1.438 0.245 -1.655
C 0.568 3.707 -6.013
H -2.542 1.718 -4.364
H 3.532 3.888 2.097
C -2.367 -3.766 -1.552
H -0.395 -6.283 5.591
Cl 1.623 -4.085 0.854
Cl 4.678 2.068 7.078
H -4.069 2.730 0.177
C -0.767 4.199 -6.510
H -1.727 -5.844 4.512
H -3.459 -0.527 -1.513
H -4.105 -1.264 0.538
H 2.606 -1.976 -2.298
H -0.145 0.266 -3.403
Cl -1.814 2.856 -7.042
H 1.218 4.550 -5.790
H -2.756 -0.453 -4.950
H -0.188 -2.149 -2.633
C 4.842 4.660 7.928
H -1.797 2.858 -0.787
P -2.086 -2.267 -0.538
H -4.651 1.739 -1.159
H 0.650 -4.026 5.161
H 4.361 5.637 7.951
Cl 0.409 2.759 -4.498
C -3.552 -2.205 0.585
Cl 4.459 2.538 3.781
C -2.624 2.471 -1.388
H 1.781 -2.205 -3.833
H 2.252 1.707 2.136
H -3.506 1.067 0.028
H -0.618 4.855 -7.366
Cl -0.913 -3.217 3.598
C 3.820 -3.214 2.220
C 3.895 3.647 7.337
H 3.034 3.488 7.981
H -2.310 -4.638 -0.898
H -4.717 -1.571 -3.998
H 4.461 -2.374 2.483
C -2.946 1.163 -3.513
H 2.933 -2.148 0.583
N -2.042 1.468 -2.342
H 2.261 -0.588 -3.310
H -3.329 -3.739 -2.073
H -2.974 3.304 -2.009
Cl 5.293 4.260 9.604
H -3.171 -2.349 1.600
C 4.034 2.921 2.095
H -5.058 -0.193 -3.204
H -3.920 1.610 -3.303
Cl 3.314 -3.987 3.741
H 0.637 -1.646 -1.177
Br 1.185 1.264 -1.517
H -1.301 4.748 -5.738
H 4.957 3.007 1.527
H 2.776 2.212 0.519
C 3.120 1.880 1.503
C -3.144 -0.320 -3.936
C -0.968 -5.452 5.184
Cl -1.803 -4.669 6.549
C -0.036 -4.508 4.470
H 1.057 3.062 -6.737
C 1.863 -1.546 -2.966
C -0.084 -0.015 -2.348
N -4.573 -0.566 -4.014
H 4.398 -3.936 1.649
H 1.983 -2.099 2.075



no.,orbital gap (eV),E_HOMO (eV)
1,2.3,-5.79
2,9.0,-11.19